Entry 1:
DFT (ωB97M-V/def2-TZVPD) results for a molecular structure, C38H101F2FeO13 in a non-equilibrium geometry.

Properties
LUMO (spin up / spin down) (eV): 0.0066 / -1.1802
Frontier orbital gap (spin up / spin down) (eV): 9.0 / 7.9
Total energy (Ha): -3949.985968
E_HOMO (spin up / spin down) (hartree): -0.332 / -0.332
2S+1: 6

XYZ file:
```
155
C38H101F2FeO13 ωB97M-V/def2-TZVPD
Fe -0.117 -1.162 1.997
C -3.994 -2.424 3.645
C -3.314 -2.073 2.293
O -1.937 -2.025 2.186
H -3.837 -1.576 4.312
H -3.572 -3.385 3.939
H -5.075 -2.563 3.608
H -3.823 -1.147 2.026
H -3.654 -2.793 1.549
F -0.656 0.079 0.532
F 1.771 -0.426 2.042
C 1.254 1.597 -5.087
C 0.612 0.761 -4.001
C 0.966 1.250 -2.586
O -0.821 0.892 -4.090
H 0.740 1.357 -6.018
H 2.316 1.409 -5.244
H 1.115 2.672 -4.974
H 0.861 -0.297 -4.074
H 0.584 0.535 -1.857
H 0.461 2.188 -2.355
H 2.028 1.348 -2.363
H -1.230 0.466 -3.333
C 2.667 2.775 0.400
C 1.440 3.088 1.272
C 1.459 4.583 1.746
O 0.297 2.852 0.579
H 2.675 3.197 -0.605
H 2.530 1.720 0.161
H 3.611 2.889 0.932
H 1.407 2.462 2.163
H 1.959 4.759 2.699
H 0.443 4.950 1.888
H 1.944 5.179 0.972
H 0.224 1.913 0.395
C -2.180 5.693 -2.430
C -1.123 4.842 -1.819
C 0.332 5.069 -2.293
O -1.020 5.056 -0.407
H -2.139 5.800 -3.514
H -1.999 6.713 -2.089
H -3.193 5.352 -2.216
H -1.311 3.768 -1.797
H 0.330 4.980 -3.379
H 1.004 4.319 -1.875
H 0.684 6.072 -2.054
H -0.391 4.399 -0.100
C -3.980 2.813 2.875
C -2.937 2.170 2.022
C -3.087 2.634 0.552
O -1.628 2.518 2.421
H -3.754 3.877 2.943
H -3.891 2.373 3.869
H -5.008 2.675 2.540
H -2.950 1.080 2.016
H -2.204 2.352 -0.022
H -3.231 3.714 0.513
H -4.041 2.271 0.172
H -1.088 2.532 1.627
C -3.494 2.852 -4.025
C -3.634 2.096 -5.292
C -4.552 2.774 -6.324
O -2.374 1.911 -5.966
H -4.444 3.008 -3.514
H -3.003 3.803 -4.229
H -2.949 2.208 -3.336
H -4.063 1.129 -5.026
H -4.326 3.834 -6.442
H -5.568 2.785 -5.929
H -4.594 2.196 -7.248
H -1.719 1.581 -5.347
C 5.437 -1.057 -3.779
C 5.483 0.091 -2.800
C 4.718 -0.172 -1.533
O 6.842 0.207 -2.458
H 4.439 -1.223 -4.186
H 5.782 -1.970 -3.294
H 6.030 -0.958 -4.689
H 5.145 0.971 -3.347
H 4.791 0.765 -0.980
H 5.218 -0.880 -0.872
H 3.691 -0.405 -1.813
H 7.266 -0.646 -2.337
C -4.378 -0.416 -1.419
C -3.106 -1.146 -1.793
C -3.157 -1.738 -3.219
O -2.087 -0.177 -1.882
H -5.159 -1.170 -1.523
H -4.600 0.459 -2.030
H -4.407 -0.042 -0.396
H -2.729 -1.917 -1.121
H -3.882 -2.551 -3.213
H -2.176 -2.172 -3.415
H -3.374 -1.030 -4.020
H -1.817 0.019 -0.981
C 0.354 1.740 4.935
C -0.196 0.357 4.796
C -1.425 0.122 5.651
O -0.663 0.302 3.416
H 1.317 1.722 4.424
H 0.577 1.972 5.976
H -0.271 2.522 4.504
H 0.611 -0.360 4.947
H -1.991 1.054 5.665
H -1.238 -0.129 6.695
H -2.137 -0.646 5.352
H -1.082 1.150 3.247
C 5.735 0.809 4.230
C 4.943 0.300 3.036
C 5.666 -0.764 2.229
O 3.846 -0.333 3.674
H 5.938 0.117 5.047
H 5.261 1.626 4.775
H 6.691 1.220 3.907
H 4.665 1.142 2.401
H 5.138 -1.166 1.365
H 5.977 -1.631 2.812
H 6.520 -0.191 1.869
H 3.081 -0.312 3.095
C 1.330 -4.829 3.485
C 0.056 -3.969 3.551
C -0.657 -4.239 4.842
O 0.498 -2.558 3.533
H 1.989 -4.603 4.323
H 1.911 -4.746 2.566
H 1.047 -5.876 3.599
H -0.614 -4.164 2.714
H -1.239 -5.160 4.870
H -1.370 -3.431 5.007
H -0.031 -4.067 5.718
H 1.161 -2.418 4.214
C -1.975 -4.701 -0.895
C -1.082 -5.802 -0.476
C -0.425 -6.656 -1.580
O -0.063 -5.205 0.236
H -1.474 -4.019 -1.583
H -2.339 -4.088 -0.071
H -2.809 -5.126 -1.454
H -1.519 -6.468 0.268
H -1.103 -7.383 -2.027
H 0.435 -7.210 -1.203
H 0.013 -6.090 -2.402
H 0.332 -5.933 0.721
C 2.714 -2.999 -0.139
C 1.404 -2.210 -0.418
C 0.917 -2.655 -1.785
O 0.460 -2.526 0.582
H 3.188 -2.788 0.820
H 3.449 -2.802 -0.920
H 2.343 -4.023 -0.149
H 1.644 -1.150 -0.493
H 0.834 -3.742 -1.771
H 1.650 -2.509 -2.579
H -0.028 -2.183 -2.052
H 0.257 -3.442 0.381
```

=====

Entry 2:
DFT (ωB97M-V/def2-TZVPD) results for 10 unconnected molecules or ions with the total composition C38H101N9O18 in a non-equilibrium geometry.

Properties
LUMO (eV): 0.4801
Frontier orbital gap (eV): 8.6
Total energy (Ha): -3355.344791
SMILES string: COCCNCCOC.COCCNCCOC.COCCNCCOC.COCCNCCOC.COCCNCCOC.NC(N)=O.NC(N)=O.OCCO.OCCO.OCCO
E_HOMO (hartree): -0.299

XYZ file:
```
166
C38H101N9O18 ωB97M-V/def2-TZVPD
C 16.948 -4.425 6.607
O 18.133 -3.752 6.235
C 18.013 -2.768 5.227
C 16.712 -1.995 5.182
N 16.602 -1.143 4.030
C 17.703 -0.239 3.699
C 17.389 0.490 2.417
O 17.953 -0.224 1.327
C 17.704 0.414 0.091
H 17.276 -5.267 7.214
H 16.360 -4.742 5.747
H 16.349 -3.784 7.262
H 18.179 -3.163 4.211
H 18.836 -2.075 5.422
H 16.506 -1.470 6.136
H 15.871 -2.695 5.127
H 15.733 -0.623 4.014
H 18.583 -0.867 3.535
H 17.948 0.471 4.507
H 17.691 1.545 2.427
H 16.300 0.512 2.252
H 18.414 -0.031 -0.610
H 17.935 1.483 0.120
H 16.685 0.199 -0.243
C 10.386 -0.069 0.921
O 9.595 0.543 1.927
C 8.263 0.089 1.875
C 7.544 0.276 3.208
N 6.108 0.015 3.108
C 5.317 1.070 2.449
C 5.263 2.355 3.246
O 4.481 3.278 2.481
C 3.528 3.982 3.241
H 9.966 0.081 -0.079
H 10.535 -1.122 1.181
H 11.392 0.349 0.913
H 8.275 -0.982 1.625
H 7.696 0.617 1.099
H 7.771 1.287 3.549
H 7.971 -0.432 3.921
H 6.036 -0.788 2.488
H 4.289 0.752 2.266
H 5.748 1.251 1.457
H 6.274 2.783 3.245
H 4.895 2.284 4.267
H 2.714 3.358 3.631
H 3.131 4.789 2.630
H 3.988 4.451 4.126
C 13.747 -2.253 -1.567
O 13.205 -1.355 -0.607
C 14.108 -1.080 0.471
C 14.314 -2.285 1.370
N 15.656 -2.826 1.197
C 15.916 -4.092 1.821
C 15.046 -5.244 1.296
O 14.651 -6.091 2.366
C 15.593 -7.078 2.714
H 13.873 -1.709 -2.514
H 13.038 -3.048 -1.819
H 14.700 -2.674 -1.251
H 13.536 -0.300 0.983
H 15.037 -0.638 0.101
H 13.560 -3.007 1.045
H 14.096 -2.115 2.438
H 16.345 -2.152 1.512
H 15.771 -4.020 2.914
H 16.972 -4.364 1.748
H 15.602 -5.801 0.536
H 14.103 -4.888 0.894
H 15.154 -7.742 3.455
H 16.477 -6.622 3.184
H 15.903 -7.660 1.839
C 8.135 3.260 -1.313
O 8.006 2.619 -2.556
C 7.045 1.585 -2.542
C 6.873 0.932 -3.897
N 6.274 1.837 -4.867
C 6.292 1.322 -6.226
C 5.311 0.178 -6.462
O 5.042 0.036 -7.826
C 3.863 -0.667 -8.089
H 8.524 4.268 -1.447
H 8.803 2.673 -0.661
H 7.169 3.336 -0.802
H 6.081 2.004 -2.203
H 7.294 0.822 -1.787
H 6.226 0.071 -3.625
H 7.768 0.466 -4.301
H 5.317 2.044 -4.608
H 7.296 0.971 -6.479
H 6.043 2.098 -6.956
H 4.388 0.363 -5.888
H 5.702 -0.770 -6.063
H 2.961 -0.059 -7.931
H 3.764 -1.582 -7.492
H 3.852 -0.955 -9.140
C 7.200 5.961 2.315
O 8.043 7.009 2.690
C 8.851 7.538 1.668
C 10.193 6.809 1.557
N 10.934 7.263 0.408
C 11.997 6.380 -0.046
C 13.320 6.519 0.688
O 13.896 7.756 0.331
C 14.923 8.184 1.183
H 7.731 5.006 2.243
H 6.681 6.190 1.374
H 6.405 5.834 3.047
H 8.987 8.589 1.943
H 8.331 7.596 0.700
H 10.041 5.727 1.578
H 10.627 7.028 2.550
H 11.401 8.126 0.672
H 12.235 6.531 -1.107
H 11.714 5.324 -0.049
H 13.970 5.699 0.353
H 13.154 6.465 1.774
H 15.865 7.647 1.039
H 14.591 8.124 2.228
H 15.101 9.244 0.994
N 10.395 4.987 -6.370
C 10.365 3.849 -5.616
N 9.153 3.290 -5.380
O 11.392 3.355 -5.160
H 11.320 5.289 -6.617
H 9.604 5.413 -6.813
H 9.041 2.457 -4.826
H 8.324 3.704 -5.770
N 12.013 -0.181 4.513
C 12.834 0.635 3.783
N 12.235 1.648 3.097
O 14.027 0.372 3.649
H 11.026 -0.022 4.585
H 12.414 -1.043 4.827
H 11.251 1.780 3.257
H 12.770 2.247 2.495
O 10.070 0.956 -3.602
C 11.196 0.097 -3.471
C 10.666 -1.325 -3.496
O 9.883 -1.535 -4.664
H 10.275 1.784 -3.147
H 11.831 0.155 -4.369
H 11.798 0.350 -2.604
H 9.980 -1.495 -2.651
H 11.473 -2.041 -3.333
H 9.623 -0.645 -4.931
O 12.488 2.911 0.179
C 13.354 2.254 -0.779
C 13.345 3.009 -2.064
O 12.015 2.962 -2.586
H 11.599 2.776 -0.172
H 14.312 2.195 -0.264
H 12.953 1.249 -0.936
H 14.006 2.567 -2.820
H 13.702 4.037 -1.931
H 12.082 2.995 -3.554
O 15.250 5.013 -7.835
C 15.725 4.530 -6.563
C 14.534 4.252 -5.690
O 13.970 3.002 -5.945
H 16.036 5.184 -8.362
H 16.387 3.671 -6.706
H 16.340 5.312 -6.098
H 13.843 5.085 -5.878
H 14.823 4.360 -4.634
H 13.004 3.090 -5.879
```